1.
Molecular formula: C45H77O20P
Method: DFT, ωB97M-V/def2-TZVPD

Element x y z (Å)
C  -2.32  -2.42  0.49
C  -1.49  -3.22  -0.62
C  -1.88  -2.53  -2.01
C  0.03  -3.04  -0.24
C  1.03  -3.92  -1.10
C  2.37  -4.03  -0.22
C  1.44  -3.14  -2.42
O  2.33  -2.06  -2.07
C  2.49  -1.14  -3.08
C  3.07  0.06  -2.73
O  3.45  0.26  -1.40
C  3.32  1.19  -3.78
O  4.28  1.92  -3.71
C  2.25  1.25  -4.93
C  1.63  -0.05  -5.32
C  0.60  -0.08  -6.35
C  0.22  1.17  -7.04
C  0.84  2.46  -6.71
C  1.88  2.52  -5.60
P  2.69  4.14  -5.08
O  1.65  4.77  -3.88
O  2.77  5.20  -6.40
C  2.13  -1.33  -4.57
O  2.24  -2.36  -5.20
H  -3.37  -2.83  0.42
H  -1.87  -2.52  1.50
H  -2.38  -1.33  0.19
H  -1.74  -4.31  -0.63
H  -2.97  -2.27  -2.06
H  -1.58  -3.28  -2.81
H  -1.23  -1.63  -2.21
H  0.28  -1.94  -0.31
H  0.21  -3.33  0.82
H  0.63  -4.95  -1.32
H  2.59  -3.06  0.29
H  3.27  -4.28  -0.84
H  2.28  -4.81  0.58
H  0.56  -2.84  -3.04
H  2.05  -3.87  -3.03
H  4.43  0.30  -1.38
H  0.09  -1.03  -6.64
H  -0.54  1.15  -7.85
H  0.55  3.39  -7.27
H  0.77  4.40  -4.09
H  3.10  6.04  -6.02
O  0.26  -2.11  2.37
C  0.46  -1.98  3.56
O  -0.58  -1.91  4.40
C  -0.45  -1.96  5.83
C  -0.19  -0.58  6.41
C  1.86  -1.78  4.09
H  0.31  -2.68  6.13
H  -1.40  -2.33  6.21
H  0.75  -0.17  6.06
H  -0.16  -0.63  7.49
H  -0.98  0.11  6.11
H  2.11  -0.72  4.05
H  2.55  -2.34  3.46
H  1.99  -2.16  5.10
O  -1.89  -0.56  -8.24
C  -2.96  -0.01  -8.22
O  -3.82  -0.26  -7.22
C  -5.02  0.49  -6.99
C  -6.18  -0.08  -7.79
C  -3.40  0.87  -9.36
H  -4.87  1.55  -7.17
H  -5.24  0.39  -5.92
H  -5.99  0.00  -8.87
H  -7.10  0.46  -7.56
H  -6.31  -1.14  -7.57
H  -3.86  0.25  -10.13
H  -2.52  1.36  -9.78
H  -4.08  1.66  -9.06
O  1.11  0.36  8.50
C  1.20  1.50  8.89
O  0.09  2.21  9.15
C  0.09  3.49  9.80
C  0.29  4.61  8.80
C  2.55  2.18  8.98
H  0.82  3.52  10.61
H  -0.89  3.59  10.26
H  1.26  4.55  8.31
H  0.22  5.58  9.30
H  -0.47  4.56  8.02
H  2.80  2.62  8.02
H  3.29  1.43  9.25
H  2.59  2.95  9.76
O  -1.69  3.01  -3.72
C  -2.35  3.59  -2.90
O  -3.31  4.44  -3.29
C  -4.29  5.01  -2.41
C  -3.77  6.27  -1.75
C  -2.06  3.44  -1.43
H  -4.64  4.27  -1.68
H  -5.15  5.25  -3.03
H  -2.90  6.07  -1.12
H  -4.54  6.73  -1.13
H  -3.45  6.99  -2.51
H  -1.30  4.16  -1.14
H  -1.68  2.43  -1.25
H  -2.94  3.55  -0.79
O  -5.67  0.89  0.37
C  -6.32  -0.11  0.18
O  -6.98  -0.27  -0.99
C  -7.60  -1.49  -1.39
C  -9.01  -1.60  -0.86
C  -6.49  -1.14  1.26
H  -6.99  -2.35  -1.13
H  -7.63  -1.47  -2.49
H  -9.03  -1.62  0.24
H  -9.50  -2.50  -1.22
H  -9.60  -0.73  -1.16
H  -7.33  -0.86  1.90
H  -5.58  -1.17  1.86
H  -6.63  -2.15  0.88
O  8.31  3.30  1.79
C  8.27  3.28  0.59
O  7.13  3.57  -0.05
C  7.03  3.78  -1.47
C  6.83  2.47  -2.20
C  9.46  2.82  -0.21
H  7.90  4.33  -1.84
H  6.16  4.41  -1.62
H  7.68  1.79  -2.06
H  6.69  2.64  -3.27
H  5.95  1.95  -1.82
H  9.44  1.74  -0.31
H  10.37  3.11  0.33
H  9.53  3.29  -1.19
O  3.86  -5.18  3.88
C  3.21  -5.48  4.85
O  3.12  -4.62  5.89
C  2.22  -4.78  6.99
C  2.83  -5.65  8.07
C  2.58  -6.84  4.97
H  1.25  -5.15  6.65
H  2.05  -3.78  7.39
H  3.02  -6.66  7.71
H  2.16  -5.71  8.93
H  3.79  -5.23  8.40
H  3.31  -7.54  5.39
H  2.30  -7.18  3.97
H  1.67  -6.85  5.57

Computed properties:
* Kohn-Sham gap: 0.27377 hartree
* calculated total energy: -3606.920123 a.u.
* highest occupied orbital energy: -7.68 eV
* SMILES string: CC(C)C[C@H](C)COC1=C(O)C(=O)c2c(cccc2P(O)O)C1=O.CCOC(C)=O.CCOC(C)=O.CCOC(C)=O.CCOC(C)=O.CCOC(C)=O.CCOC(C)=O.CCOC(C)=O
* 2S+1: 1

Löwdin atomic charge list, values in e, 5 entries:
1 C -0.09
2 C -0.37
3 C -0.10
4 C -0.18
5 C -0.28

---

2.
Molecular formula: CHCl2O2S
Method: DFT, ωB97M-V/def2-TZVPD

Element x y z (Å)
C  -0.63  0.65  -1.09
O  -0.35  -3.65  0.31
O  -0.96  -3.19  -2.06
S  -0.26  -2.81  -0.86
Cl  -1.88  -0.58  -0.47
Cl  0.64  -0.55  -1.63
H  -1.11  0.99  -2.06

Computed properties:
* Kohn-Sham gap (alpha / beta): 0.16904 / 0.20641 hartree
* calculated total energy: -1507.633297 a.u.
* highest occupied orbital energy (alpha / beta): -0.98 / -3.97 eV
* total charge: -1
* 2S+1: 3

Löwdin atomic charge list, values in e, 5 entries:
1 C -0.77
2 O -0.59
3 O -0.61
4 S 0.31
5 Cl 0.34

---

3.
Molecular formula: C4H10O
Method: DFT, ωB97M-V/def2-TZVPD

Element x y z (Å)
C  1.99  -0.12  0.19
C  0.87  -0.09  -0.82
C  -0.29  0.68  -0.60
C  -1.70  -0.68  0.47
O  -0.29  1.63  0.35
H  1.59  -0.13  1.21
H  2.64  0.75  0.11
H  2.60  -1.02  0.07
H  1.04  -0.42  -1.84
H  -0.25  -0.66  -0.28
H  -1.02  0.75  -1.40
H  -1.92  -1.68  0.07
H  -1.45  -0.76  1.53
H  -2.61  -0.08  0.36
H  -1.21  1.83  0.58

Computed properties:
* Kohn-Sham gap: 0.27930 hartree
* calculated total energy: -233.458105 a.u.
* highest occupied orbital energy: -6.90 eV
* 2S+1: 1

Löwdin atomic charge list, values in e, 5 entries:
1 C -0.10
2 C -0.23
3 C -0.33
4 C -0.13
5 O 0.05

---

4.
Molecular formula: C59H46BrLaN7O4P
Method: DFT, ωB97M-V/def2-TZVPD

Element x y z (Å)
La  -1.02  0.35  -0.58
C  3.10  0.88  3.71
N  2.11  1.30  2.76
C  1.32  0.51  1.98
N  0.50  1.24  1.25
C  0.76  2.54  1.55
C  1.77  2.59  2.50
C  2.47  3.74  3.05
C  3.10  4.62  2.18
C  3.82  5.70  2.66
C  3.90  5.92  4.03
C  3.25  5.07  4.91
C  2.54  3.98  4.42
C  0.08  3.73  1.01
C  -0.29  4.73  1.91
C  -0.84  5.91  1.45
C  -1.02  6.12  0.10
C  -0.66  5.13  -0.80
C  -0.11  3.94  -0.35
P  1.58  -1.30  2.00
C  1.89  -1.64  0.23
N  1.14  -1.31  -0.80
C  1.84  -1.70  -1.91
C  3.01  -2.33  -1.52
N  3.03  -2.28  -0.16
C  4.03  -2.85  0.69
C  4.00  -2.99  -2.36
C  5.36  -2.75  -2.24
C  6.26  -3.36  -3.10
C  5.81  -4.23  -4.07
C  4.45  -4.47  -4.21
C  3.55  -3.85  -3.36
C  1.50  -1.33  -3.28
C  0.21  -1.43  -3.77
C  -0.10  -0.98  -5.04
C  0.90  -0.48  -5.86
C  2.20  -0.40  -5.39
C  2.50  -0.81  -4.11
C  -0.12  -1.94  2.00
N  -1.11  -1.69  1.16
C  -2.10  -2.58  1.47
C  -1.67  -3.40  2.49
N  -0.42  -2.98  2.82
C  0.38  -3.46  3.92
C  -2.31  -4.57  3.08
C  -1.62  -5.78  3.13
C  -2.22  -6.91  3.66
C  -3.51  -6.84  4.16
C  -4.21  -5.64  4.10
C  -3.62  -4.51  3.56
C  -3.41  -2.68  0.82
C  -3.79  -3.90  0.25
C  -5.05  -4.05  -0.30
C  -5.95  -3.00  -0.27
C  -5.57  -1.78  0.29
C  -4.31  -1.62  0.83
H  3.56  -0.05  3.37
H  2.65  0.72  4.69
H  3.87  1.65  3.80
H  3.04  4.44  1.11
H  4.33  6.36  1.98
H  4.47  6.76  4.41
H  3.30  5.25  5.97
H  2.03  3.33  5.11
H  -0.16  4.57  2.97
H  -1.11  6.68  2.16
H  -1.45  7.04  -0.26
H  -0.79  5.28  -1.86
H  0.22  3.21  -1.07
H  4.51  -3.68  0.17
H  3.57  -3.23  1.61
H  4.78  -2.11  0.97
H  5.73  -2.05  -1.50
H  7.32  -3.16  -3.00
H  6.51  -4.72  -4.73
H  4.09  -5.14  -4.97
H  2.49  -4.04  -3.46
H  -0.57  -1.88  -3.17
H  -1.12  -1.04  -5.39
H  0.67  -0.14  -6.86
H  2.98  -0.01  -6.03
H  3.51  -0.72  -3.74
H  -0.27  -3.98  4.63
H  0.85  -2.61  4.42
H  1.15  -4.15  3.58
H  -0.63  -5.84  2.71
H  -1.68  -7.84  3.67
H  -3.97  -7.71  4.59
H  -5.21  -5.58  4.48
H  -4.15  -3.58  3.51
H  -3.09  -4.72  0.24
H  -5.32  -4.99  -0.77
H  -6.94  -3.13  -0.67
H  -6.27  -0.96  0.30
H  -4.02  -0.68  1.27
O  -3.58  2.58  2.12
C  -3.06  2.11  1.12
O  -2.40  1.03  1.04
C  -3.21  2.88  -0.20
C  -3.95  4.08  -0.21
C  -4.05  4.78  -1.37
C  -3.44  4.27  -2.54
C  -3.48  4.96  -3.78
C  -2.86  4.44  -4.87
C  -2.21  3.19  -4.80
C  -2.17  2.50  -3.62
C  -2.75  3.04  -2.45
N  -2.62  2.38  -1.27
H  -4.39  4.40  0.72
H  -4.59  5.71  -1.42
H  -4.01  5.90  -3.83
H  -2.87  4.97  -5.81
H  -1.74  2.78  -5.68
H  -1.68  1.53  -3.58
Br  -2.85  -0.96  -2.20
O  2.05  1.22  -1.00
C  1.45  1.42  -2.05
O  0.22  1.24  -2.26
H  2.02  1.83  -2.92

Computed properties:
* Kohn-Sham gap: 0.29399 hartree
* calculated total energy: -5907.477696 a.u.
* highest occupied orbital energy: -7.85 eV
* 2S+1: 1

Löwdin atomic charge list, values in e, 5 entries:
1 La 1.69
2 C -0.03
3 N -0.05
4 C -0.41
5 N 0.01

---

5.
Molecular formula: C4H7NO
Method: DFT, ωB97M-V/def2-TZVPD

Element x y z (Å)
O  2.51  -0.08  -0.44
N  1.81  0.88  -0.21
C  0.43  0.57  -0.13
C  -0.30  -0.54  -0.32
C  -1.59  0.16  0.03
C  -0.74  1.46  0.20
H  2.12  -2.35  0.19
H  -0.07  -1.56  -0.62
H  1.76  -2.97  0.39
H  -2.35  0.19  -0.76
H  -2.06  -0.20  0.95
H  -0.96  2.23  -0.54
H  -0.75  1.90  1.21

Computed properties:
* Kohn-Sham gap (alpha / beta): 0.30962 / 0.30962 hartree
* calculated total energy: -286.430960 a.u.
* highest occupied orbital energy (alpha / beta): -9.17 / -9.18 eV
* SMILES string: O=NC1=CCC1.[H][H]
* 2S+1: 1

Löwdin atomic charge list, values in e, 5 entries:
1 O -0.05
2 N 0.00
3 C -0.27
4 C 0.01
5 C -0.15

---

6.
Molecular formula: C42H98N4O23P6
Method: DFT, ωB97M-V/def2-TZVPD

Element x y z (Å)
C  -0.61  -4.20  -1.93
C  0.23  -3.76  -3.13
C  0.05  -2.26  -3.40
O  0.42  -1.58  -2.20
C  -0.04  -0.26  -2.11
C  0.00  0.43  -3.44
N  0.17  0.86  -4.50
C  -1.50  -0.20  -1.62
C  -1.81  -1.11  -0.39
O  -2.94  -1.92  -0.73
C  -2.18  -0.32  0.88
N  -2.61  -1.16  1.99
C  1.00  0.48  -1.19
C  1.33  -0.48  -0.11
N  1.62  -1.15  0.78
O  2.05  0.85  -2.03
C  3.37  0.73  -1.51
C  3.70  1.68  -0.35
P  0.30  2.06  -0.42
N  0.30  3.25  -1.46
H  -1.63  -3.82  -1.98
H  -0.62  -5.28  -1.86
H  -0.18  -3.82  -1.00
H  1.28  -3.92  -2.88
H  -0.02  -4.32  -4.03
H  0.72  -2.02  -4.22
H  -0.99  -2.10  -3.69
H  -1.89  0.81  -1.51
H  -2.10  -0.64  -2.42
H  -1.00  -1.80  -0.18
H  -3.67  -1.30  -0.87
H  -1.28  0.19  1.22
H  -2.93  0.44  0.65
H  -3.49  -1.57  1.75
H  -1.90  -1.87  2.13
H  4.02  1.06  -2.33
H  3.69  -0.29  -1.32
H  3.40  2.67  -0.68
H  4.77  1.67  -0.17
H  3.14  1.43  0.55
H  1.11  2.32  0.72
H  -1.02  1.93  0.05
H  0.63  2.93  -2.36
O  -2.58  5.65  6.00
P  -1.70  4.95  5.02
O  -1.66  3.41  5.57
C  -2.86  2.62  5.51
C  -3.08  2.05  4.12
O  -0.24  5.50  5.54
C  -0.10  6.80  6.10
C  0.15  6.69  7.59
O  -1.12  4.60  3.53
C  0.26  4.43  3.20
C  0.90  3.20  3.82
H  -3.71  3.22  5.83
H  -2.74  1.81  6.23
H  -3.27  2.85  3.40
H  -3.94  1.38  4.12
H  -2.20  1.50  3.79
H  -0.98  7.42  5.90
H  0.75  7.28  5.62
H  -0.66  6.16  8.09
H  0.25  7.68  8.05
H  1.06  6.12  7.78
H  0.83  5.33  3.43
H  0.29  4.32  2.12
H  1.00  3.29  4.90
H  1.89  3.04  3.40
H  0.29  2.31  3.62
O  -1.76  -1.24  -9.21
P  -2.22  0.14  -9.57
O  -2.73  0.76  -8.14
C  -1.75  1.03  -7.12
C  -1.04  2.34  -7.37
O  -3.67  -0.25  -10.26
C  -3.84  -1.48  -10.97
C  -4.73  -2.41  -10.16
O  -2.15  1.57  -10.36
C  -3.27  2.24  -10.95
C  -4.27  2.76  -9.95
H  -1.04  0.21  -7.06
H  -2.29  1.07  -6.18
H  -0.45  2.30  -8.29
H  -0.37  2.58  -6.54
H  -1.76  3.15  -7.50
H  -2.89  -1.94  -11.20
H  -4.33  -1.24  -11.92
H  -4.29  -2.61  -9.18
H  -4.87  -3.36  -10.68
H  -5.70  -1.95  -10.00
H  -3.74  1.62  -11.71
H  -2.84  3.09  -11.49
H  -4.81  1.95  -9.46
H  -5.01  3.39  -10.45
H  -3.78  3.34  -9.17
O  5.56  0.04  3.36
P  5.95  -1.35  2.96
O  4.97  -2.31  3.85
C  3.57  -2.30  3.58
C  3.24  -3.17  2.38
O  7.35  -1.47  3.81
C  8.18  -0.33  4.05
C  8.10  0.06  5.51
O  6.40  -2.50  1.90
C  7.43  -3.48  2.13
C  7.08  -4.49  3.20
H  3.22  -1.28  3.42
H  3.07  -2.69  4.47
H  3.68  -2.76  1.47
H  2.16  -3.24  2.24
H  3.64  -4.18  2.51
H  7.90  0.51  3.41
H  9.20  -0.61  3.80
H  7.07  0.27  5.80
H  8.71  0.93  5.72
H  8.44  -0.77  6.14
H  8.39  -3.00  2.33
H  7.54  -4.01  1.18
H  7.06  -4.04  4.19
H  7.82  -5.29  3.21
H  6.10  -4.93  3.02
O  4.00  -7.26  3.43
P  2.65  -7.61  3.98
O  2.94  -9.07  4.67
C  3.72  -9.13  5.86
C  2.90  -8.80  7.09
O  2.00  -8.08  2.54
C  2.36  -7.43  1.32
C  3.21  -8.35  0.48
O  1.14  -7.48  4.62
C  -0.04  -8.09  4.10
C  -0.05  -9.60  4.20
H  4.59  -8.46  5.78
H  4.10  -10.15  5.94
H  2.56  -7.76  7.06
H  3.48  -8.94  8.00
H  2.01  -9.42  7.14
H  2.86  -6.48  1.50
H  1.43  -7.20  0.78
H  4.11  -8.65  1.02
H  3.50  -7.87  -0.46
H  2.67  -9.27  0.25
H  -0.23  -7.76  3.08
H  -0.86  -7.70  4.70
H  0.68  -10.05  3.53
H  -1.03  -9.99  3.93
H  0.19  -9.92  5.22
O  -4.24  4.70  0.31
P  -4.76  6.00  -0.23
O  -4.96  5.70  -1.83
C  -5.97  4.77  -2.23
C  -7.35  5.42  -2.25
O  -3.35  6.85  -0.26
C  -2.33  6.62  0.72
C  -1.15  5.93  0.06
O  -5.66  7.36  -0.20
C  -5.21  8.66  -0.59
C  -4.92  8.79  -2.07
H  -5.97  3.90  -1.58
H  -5.71  4.44  -3.24
H  -7.65  5.71  -1.24
H  -8.09  4.74  -2.65
H  -7.34  6.33  -2.85
H  -2.70  6.04  1.56
H  -2.02  7.60  1.10
H  -1.44  4.98  -0.39
H  -0.36  5.74  0.79
H  -0.75  6.55  -0.74
H  -4.36  8.97  0.01
H  -6.03  9.33  -0.34
H  -4.04  8.21  -2.36
H  -4.74  9.83  -2.32
H  -5.76  8.43  -2.66

Computed properties:
* Kohn-Sham gap: 0.30570 hartree
* calculated total energy: -5656.799249 a.u.
* highest occupied orbital energy: -9.00 eV
* SMILES string: CCCO[C@@](C#N)(C[C@H](O)CN)[C@@](C#N)(OCC)[PH2]=N.CCOP(=O)(OCC)OCC.CCOP(=O)(OCC)OCC.CCOP(=O)(OCC)OCC.CCOP(=O)(OCC)OCC.CCOP(=O)(OCC)OCC
* 2S+1: 1

Löwdin atomic charge list, values in e, 5 entries:
1 C -0.09
2 C -0.20
3 C -0.19
4 O -0.08
5 C -0.41